No. 1
The following is a DFT calculation (ωB97M-V with the def2-TZVPD basis set) of a molecular structure, C37H27F3GeN4O12S2Sc.

Output
Gap between HOMO and LUMO (alpha / beta): 5.8 / 4.4 eV
E_tot: -6481.9905 a.u.
Charge: -2
2S+1: 2

Cartesian coordinates (Å):
Ge  -1.6722  -1.5531  0.2053
Sc  -2.0076  1.2394  0.4472
S  2.0765  0.0109  -0.4044
S  -3.4226  3.7015  0.4912
F  -0.9039  4.4322  0.6216
F  -2.1752  5.7819  -0.4950
F  -2.2756  5.7355  1.6733
O  -5.8817  -0.2080  1.4387
O  -3.9966  0.4421  0.3682
O  4.3471  4.5623  -0.9010
O  -3.9433  -0.1818  6.2605
O  0.4876  1.2929  3.8182
O  -0.4316  1.4885  1.7582
O  -0.9509  1.1777  -1.1899
O  -1.3091  1.1765  -3.4025
O  -2.9711  2.9125  -0.6677
O  -4.6534  4.4142  0.3702
O  -3.1792  2.9370  1.7153
O  2.6990  4.1351  0.4079
N  4.0513  0.2170  1.2989
N  4.4570  1.0212  -0.9081
N  3.2738  4.0362  -0.6496
N  -2.6012  0.4081  2.4654
C  -4.6986  0.1086  1.3899
C  2.1926  -4.0328  1.7583
C  1.3403  2.7627  -1.5227
C  5.6808  1.3767  -0.5195
C  0.7596  -1.5436  -3.7789
C  2.5417  3.3935  -1.7763
C  1.8873  -2.7812  2.2810
C  2.4188  2.8832  -4.0941
C  -3.6992  -3.7121  -2.9091
C  -1.6373  -2.9979  -3.9282
C  -0.7719  -2.8977  -5.0536
C  1.4230  -4.5417  0.7137
C  5.2793  0.5796  1.6659
C  -3.8760  0.1203  2.6737
C  -0.4208  1.1657  3.0132
C  3.7073  0.4527  0.0374
C  -2.1452  0.4092  4.7693
C  -1.7587  0.6021  3.4641
C  0.3941  -2.1887  -4.9859
C  -2.8783  -3.6819  -3.9990
C  -1.2668  -2.3735  -2.7098
C  -3.4698  0.0403  4.9961
C  6.1533  1.1726  0.7627
C  -2.1224  4.9883  0.5790
C  -0.0470  -1.6489  -2.6839
C  0.6578  2.1926  -2.5962
C  0.3484  -3.8099  0.2140
C  3.1035  3.4552  -3.0351
C  0.8110  -2.0524  1.7684
C  -2.1065  -2.4452  -1.5482
C  1.1962  2.2624  -3.8728
C  -3.3125  -3.0905  -1.6905
C  -0.6671  1.4700  -2.4160
C  -4.3645  -0.0830  3.9447
C  0.0061  -2.5501  0.7321
C  -2.8349  -2.6795  1.3818
C  5.6468  0.3435  3.1013
H  -3.2127  -0.0634  6.8756
H  -3.1694  -4.1543  -4.9340
H  -1.4329  0.5669  5.5737
H  0.2272  -1.1621  -1.7586
H  -2.7399  -3.7286  1.0793
H  -1.0615  -3.3930  -5.9758
H  6.3045  1.8442  -1.2755
H  2.4872  -2.3617  3.0844
H  -2.4755  -2.5831  2.4124
H  4.0603  3.9378  -3.1635
H  0.6137  -1.0630  2.1753
H  0.9292  2.7227  -0.5244
H  1.6622  -5.5126  0.2895
H  5.2602  -0.6228  3.4238
H  3.0258  -4.6053  2.1550
H  2.8390  2.9233  -5.0926
H  -5.4098  -0.3194  4.1037
H  0.6314  1.8086  -4.6787
H  5.1731  1.1086  3.7231
H  -4.0000  -3.1297  -0.8507
H  1.6746  -0.9612  -3.7230
H  6.7271  0.3860  3.2534
H  -4.6618  -4.2129  -2.9700
H  -0.2400  -4.2257  -0.5993
H  -3.8924  -2.3987  1.3542
H  1.0373  -2.1133  -5.8559
H  7.1549  1.4641  1.0496

These are the Löwdin partial charges, in e, on atoms 1 to 2: Ge 0.9578; Sc 0.8312

=====

No. 2
The following is a DFT calculation (ωB97M-V with the def2-TZVPD basis set) of 3 unconnected molecules or ions with the total composition C37H27NO6.

Output
Gap between HOMO and LUMO: 7.9 eV
E_tot: -1932.2460 a.u.

Cartesian coordinates (Å):
O  -2.1296  5.5062  -4.7865
O  2.8115  0.4457  -1.0471
O  -0.7601  1.1206  -2.0757
O  2.1125  1.6777  0.8002
O  -1.7385  -1.9759  -1.4485
O  -1.0043  -5.9232  2.0654
N  3.9228  0.0943  1.1492
C  -2.4171  2.2386  -3.3048
C  -1.7951  -5.2927  -0.0528
C  -0.3386  -1.3553  0.8920
C  0.3190  -1.1080  2.0939
C  -2.0118  -4.2558  -0.9600
C  2.4102  1.3836  4.2366
C  1.5101  0.9376  5.4525
C  -2.6573  -4.5136  -2.1705
C  2.8035  -1.3777  5.5295
C  -4.9558  2.4390  -4.4355
C  -1.1443  -5.0265  1.2500
C  3.4948  0.4590  3.6075
C  -4.0566  3.4935  -4.5575
C  2.9253  0.8082  0.3658
C  1.9649  4.2862  -2.2013
C  0.3988  5.4790  -3.5954
C  -2.8246  -6.8473  -1.5845
C  -3.3164  1.1764  -3.1962
C  3.6782  -0.9510  4.2946
C  -3.0629  -5.8072  -2.4803
C  -0.8351  -2.6318  0.6171
C  1.6853  -0.4453  6.1236
C  1.6294  5.4113  -2.9522
C  -0.6607  -3.6596  1.5448
C  -2.1973  -6.5907  -0.3702
C  -1.0850  2.1345  -2.6693
C  -1.8269  4.5150  -4.1435
C  -0.1549  3.2820  -2.7587
C  0.4749  -2.1309  3.0287
C  2.1209  2.8781  3.6893
C  -0.0133  -3.4043  2.7554
C  -2.7823  3.3934  -3.9965
C  -4.5830  1.2778  -3.7614
C  -1.5456  -2.8828  -0.6569
C  -0.5013  4.4182  -3.4904
C  1.0776  3.2187  -2.1077
C  4.3939  0.8639  2.3410
H  1.1534  2.7879  3.0658
H  -5.9480  2.5211  -4.8681
H  -3.0331  0.2707  -2.6678
H  0.9815  -1.9355  3.9691
H  -5.2826  0.4526  -3.6727
H  -2.0191  -7.4043  0.3260
H  -4.3527  4.3939  -5.0869
H  0.1154  -4.1978  3.4850
H  5.4671  0.5086  2.5964
H  4.4564  -1.7123  3.9333
H  2.8445  -0.5352  -1.1266
H  1.9790  3.6448  4.5211
H  -2.8409  -3.7084  -2.8749
H  4.7348  -0.1924  0.5857
H  0.7088  -0.1165  2.3037
H  -3.1301  -7.8589  -1.8324
H  0.7052  1.6609  5.8440
H  -3.5607  -6.0066  -3.4240
H  2.9528  -2.3959  6.0153
H  -0.4593  -0.5526  0.1697
H  1.0300  -0.7227  7.0144
H  0.1410  6.3603  -4.1743
H  1.3520  2.3462  -1.5235
H  2.3270  6.2392  -3.0311
H  4.4760  1.9915  2.1700
H  2.9210  4.2404  -1.6893
H  2.9452  3.1619  2.9386

These are the Löwdin partial charges, in e, on atoms 1 to 2: O 0.0973; O 0.0253

=====

No. 3
The following is a DFT calculation (ωB97M-V with the def2-TZVPD basis set) of a molecular structure, C37H28BaN3O2S2Si.

Output
Gap between HOMO and LUMO: 5.4 eV
E_tot: -2852.9700 a.u.
Charge: -1

Cartesian coordinates (Å):
Ba  -0.7453  -1.0872  -0.8922
S  0.5434  -2.7633  -3.1454
S  -3.3651  -2.2050  2.3871
Si  1.5139  0.8551  -1.2300
O  -2.7327  -1.4305  -2.0194
O  -1.8000  -3.1386  -1.0088
N  -2.2854  -0.9664  2.5445
N  -2.7874  -0.4669  4.8019
N  -0.1066  0.6878  2.7353
C  -0.3289  2.9386  4.3439
C  0.8079  1.6347  2.7050
C  -1.1333  0.8119  3.5856
C  -3.2612  -3.7075  -4.0435
C  1.7841  4.8948  -2.3829
C  3.3559  -0.3910  0.6009
C  -2.1074  -0.2761  3.6047
C  0.9306  5.5382  -1.5019
C  3.7264  -0.0803  -2.8710
C  -1.8675  -4.4023  -5.8597
C  1.7915  0.6233  -4.0678
C  0.3939  3.4200  -0.5136
C  -3.8051  -1.3898  4.9936
C  2.4090  0.3291  -5.2677
C  -0.8713  -3.3809  -3.9105
C  1.9436  3.5219  -2.3196
C  -5.4831  -2.3660  6.4228
C  -2.1526  -3.2776  -3.3450
C  2.9518  0.8197  0.0442
C  -4.4527  -1.4571  6.2167
C  -5.2340  -3.1474  4.1714
C  5.0321  0.7016  1.9231
C  0.7537  2.7825  3.4857
C  3.6957  -0.1839  -5.2683
C  -1.2754  1.9375  4.4118
C  -2.2742  -2.5933  -2.0151
C  -5.8780  -3.2057  5.4022
C  2.4386  0.4435  -2.8487
C  -3.1308  -4.2673  -5.3047
C  0.2325  4.7938  -0.5639
C  4.6456  1.9167  1.3839
C  -4.1991  -2.2571  3.9666
C  4.3849  -0.4560  1.5226
C  4.3482  -0.3978  -4.0655
C  3.6215  1.9702  0.4539
C  1.2564  2.7559  -1.3813
C  -0.7513  -3.9721  -5.1736
H  -2.4828  0.0527  5.6088
H  -2.1325  2.0472  5.0612
H  -4.2364  -3.5961  -3.5894
H  -5.9735  -2.4008  7.3842
H  4.2493  -0.2369  -1.9371
H  -0.1606  2.8449  0.2193
H  5.1470  2.8256  1.6901
H  -0.4390  5.2883  0.1281
H  -6.6837  -3.9072  5.5556
H  -4.0061  -4.5878  -5.8548
H  2.6158  3.0284  -3.0085
H  2.8496  -1.3002  0.2957
H  0.7987  6.6114  -1.5551
H  5.8313  0.6561  2.6513
H  0.2389  -4.0658  -5.5990
H  1.6300  1.4593  2.0252
H  4.6850  -1.4089  1.9373
H  3.3293  2.9248  0.0378
H  2.3323  5.4692  -3.1188
H  1.8879  0.4932  -6.2032
H  4.1892  -0.4282  -6.2002
H  0.7802  1.0094  -4.0735
H  -1.7606  -4.8430  -6.8426
H  5.3497  -0.8106  -4.0608
H  1.5244  3.5322  3.4107
H  -0.4268  3.8288  4.9518
H  -5.5250  -3.8025  3.3654
H  -4.1446  -0.7934  7.0131

These are the Löwdin partial charges, in e, on atoms 1 to 2: Ba 1.7114; S 0.4591

=====

No. 4
The following is a DFT calculation (ωB97M-V with the def2-TZVPD basis set) of a molecular structure, C37H28BrIN4O2TeTi.

Output
Gap between HOMO and LUMO (alpha / beta): 2.8 / 2.4 eV
E_tot: -5785.4526 a.u.
Charge: -2

Cartesian coordinates (Å):
I  -0.4404  -3.8497  1.9319
Te  -1.1582  -2.8316  -1.3469
Br  -0.3234  0.3841  7.5400
Ti  0.2798  -1.1142  0.2945
O  0.0627  0.3884  -0.7279
O  -0.7480  -0.5640  1.6231
N  1.2179  3.3527  -2.2298
N  1.8427  -1.5329  -1.0445
N  1.8077  -1.3064  1.5469
N  0.3015  2.2872  -2.0703
C  -4.3149  -1.7834  1.5325
C  1.4670  3.6631  -3.6292
C  1.7079  -1.1125  2.8934
C  -2.7707  1.1780  -3.7336
C  4.2160  -1.7984  -2.5386
C  -2.5440  -3.3743  1.9055
C  0.6440  -0.4437  4.9873
C  3.0180  -1.6101  0.9987
C  -2.8755  3.5571  -3.3973
C  4.2618  -1.8519  -1.1304
C  2.9945  -1.5588  -3.1557
C  -1.5286  1.1397  -3.1458
C  -4.7887  -0.5943  0.9554
C  -4.0457  0.0543  -0.0061
C  0.7893  1.3618  -1.1364
C  5.4101  -2.0376  0.9805
C  -3.0504  -2.3238  1.1168
C  1.8550  -1.4324  -2.3970
C  -5.0780  -2.4502  2.5141
C  -1.6852  0.2546  3.6171
C  3.0396  -1.6780  -0.4246
C  3.5572  3.8326  -1.4230
C  -1.6084  0.4678  4.9932
C  -1.6332  3.5374  -2.8078
C  -0.4385  0.0933  5.6322
C  -2.4248  -1.7556  -0.0204
C  -3.2974  -4.0016  2.8831
C  0.5969  -0.6492  3.5800
C  5.4442  -2.0403  -0.4065
C  -3.4625  2.3813  -3.8560
C  2.3420  2.9800  -1.4396
C  2.0677  1.8047  -0.7765
C  -0.9419  2.3204  -2.6534
C  -2.8978  -0.5437  -0.5014
C  4.2463  -1.8174  1.6785
C  -0.6375  -0.3095  2.9055
C  -4.5937  -3.5716  3.1460
H  -5.7453  -0.2035  1.2849
H  2.0147  4.6033  -3.6877
H  2.0412  2.8792  -4.1418
H  4.0740  3.8148  -2.3891
H  -6.0486  -2.0423  2.7732
H  4.2452  3.4662  -0.6666
H  2.7094  1.3105  -0.0708
H  -2.3796  -0.0644  -1.3183
H  -3.4039  4.4981  -3.4990
H  -3.2147  0.2655  -4.1065
H  1.5425  -0.7215  5.5236
H  4.2916  -1.7885  2.7570
H  6.3308  -2.1952  1.5313
H  -1.1835  4.4417  -2.4205
H  -4.4505  2.3997  -4.2909
H  -5.1926  -4.0858  3.8877
H  2.5972  -1.2793  3.4963
H  0.5117  3.7882  -4.1418
H  -2.5849  0.5225  3.0785
H  5.1285  -1.9164  -3.1073
H  2.9310  -1.4837  -4.2342
H  6.3733  -2.1854  -0.9426
H  3.3118  4.8736  -1.2015
H  0.8953  -1.2735  -2.8775
H  -4.3803  0.9951  -0.4295
H  -2.8667  -4.8125  3.4543
H  -2.4431  0.8844  5.5388
H  -0.9888  0.2081  -3.0545

These are the Löwdin partial charges, in e, on atoms 1 to 2: I 0.9979; Te 0.8030

=====

No. 5
The following is a DFT calculation (ωB97M-V with the def2-TZVPD basis set) of a molecular structure, C37H28Cl3F3N3O5OsPS2.

Output
Gap between HOMO and LUMO (alpha / beta): 7.2 / 7.4 eV
E_tot: -4875.8081 a.u.
2S+1: 5

Cartesian coordinates (Å):
Os  -0.4753  1.1742  0.9918
Cl  -3.0209  0.8239  -0.1447
Cl  1.7848  2.1810  -0.5243
Cl  0.8920  -2.9705  -1.9458
S  -0.9026  3.7851  1.2374
S  -1.6491  -0.1036  2.7012
P  -1.0704  -0.2843  -2.3902
F  -0.0608  6.0697  0.3028
F  -0.8580  6.1598  2.3172
F  -2.2064  5.9523  0.6372
O  -2.0612  3.3918  2.0069
O  1.9565  -1.1980  8.3168
O  2.1371  0.9969  8.3040
O  -0.9297  3.3860  -0.1748
O  0.3918  3.5545  1.8792
N  1.3066  -0.4312  1.5730
N  0.0008  -0.0370  -1.2210
N  4.0014  -3.1482  3.2327
C  -2.0768  1.2166  -2.6596
C  -0.7303  -1.1101  5.0580
C  0.1703  1.0402  4.4924
C  1.0156  -1.7310  1.6687
C  -4.2893  -3.4385  -1.6292
C  -2.7412  3.1277  -3.9852
C  3.1170  -2.2549  2.6951
C  1.4361  0.0654  -5.5488
C  1.3659  -0.3301  -1.3882
C  0.7625  0.2638  -4.3531
C  3.6837  0.4880  -1.3341
C  0.0470  -1.8458  -6.0116
C  -2.0151  1.9550  -3.8418
C  -0.6243  -1.6553  -4.8119
C  0.8694  -0.0688  6.5261
C  4.1637  -0.7380  -1.7558
C  3.2757  -1.7787  -1.9481
C  1.0761  -0.9887  -6.3796
C  -4.3699  -2.6148  -2.7440
C  -2.2297  -2.3837  -0.9806
C  0.0369  -1.1336  6.2084
C  3.4231  -0.8956  2.5936
C  -0.2800  -0.5904  -3.9849
C  1.8723  -2.6663  2.2010
C  -0.6755  -0.0255  4.1727
C  -3.3801  -1.6704  -2.9789
C  2.4999  -0.0426  2.0332
C  -2.9101  1.6935  -1.6417
C  0.9252  1.0163  5.6551
C  -3.2244  -3.3181  -0.7433
C  -1.0113  5.6042  1.1224
C  -3.5451  3.5812  -2.9506
C  -2.3004  -1.5679  -2.1034
C  -3.6362  2.8610  -1.7721
C  1.6875  -0.1652  7.7715
C  1.9178  -1.5813  -1.7524
C  2.3272  0.6669  -1.1499
H  4.7898  -2.8102  3.7529
H  -3.4568  -1.0011  -3.8303
H  1.6046  -1.1480  -7.3131
H  -5.0685  -4.1674  -1.4423
H  4.3572  1.3149  -1.1392
H  -4.2410  3.2094  -0.9428
H  -2.6767  3.6885  -4.9096
H  1.7623  1.7426  7.8263
H  -5.2095  -2.6973  -3.4238
H  1.5931  1.8527  5.8429
H  -1.3758  -1.9471  4.8139
H  0.2412  1.8913  3.8305
H  2.2447  0.7305  -5.8276
H  0.0370  -2.0247  1.3187
H  -1.4099  -2.2548  -0.2866
H  -1.4040  1.6064  -4.6613
H  5.2248  -0.8854  -1.9160
H  1.0432  1.0872  -3.7046
H  3.6287  -2.7609  -2.2396
H  0.0073  -1.9823  6.8809
H  1.5741  -3.7083  2.2513
H  -0.2295  -2.6724  -6.6555
H  -3.1780  -3.9417  0.1409
H  3.6891  -4.0773  3.4421
H  2.7184  1.0186  1.9546
H  4.3678  -0.5090  2.9610
H  -4.0998  4.5057  -3.0557
H  -1.4033  -2.3467  -4.5167

These are the Löwdin partial charges, in e, on atoms 1 to 2: Os 0.9598; Cl 0.7469

=====

No. 6
The following is a DFT calculation (ωB97M-V with the def2-TZVPD basis set) of a molecular structure, C37H28ClCoN7O.

Output
Gap between HOMO and LUMO (alpha / beta): 4.7 / 5.6 eV
E_tot: -3728.2300 a.u.
2S+1: 2

Cartesian coordinates (Å):
Co  -0.2640  -0.1391  0.0019
Cl  4.9689  -2.6103  4.3298
O  0.5042  0.1231  1.7165
N  -1.2325  -0.6976  -1.6077
N  2.2507  0.5959  -0.7081
N  4.8649  -1.2838  -2.5665
N  -2.0774  0.1170  0.8920
N  0.4339  -2.0200  -0.0398
N  -0.3461  1.7651  -0.2507
N  1.2163  -0.0597  -1.1704
C  -2.6888  -0.5010  -3.4848
C  1.9361  4.3320  1.1925
C  -1.2888  -3.9395  -3.3795
C  3.5356  0.1580  -1.1521
C  2.9513  -2.4668  2.5373
C  -4.6433  0.8335  1.6490
C  2.1081  1.8563  -0.0793
C  -2.0601  0.0095  -2.3320
C  3.6362  -0.8363  -2.0586
C  1.2424  -2.5437  0.8117
C  4.5499  1.8537  0.2492
C  3.2813  -0.5161  3.8912
C  -2.8547  -0.7402  1.5036
C  -4.2519  3.0936  0.6729
C  -4.1602  -0.4152  1.9150
C  -3.8272  1.7855  0.9955
C  -0.4623  -4.6547  -2.5620
C  4.6787  0.7583  -0.5019
C  3.1728  3.7429  1.0227
C  1.8862  -1.8250  1.8736
C  -2.4407  -1.7864  -3.8604
C  -0.1125  -2.7492  -1.1160
C  3.6379  -1.8251  3.5253
C  -1.5677  -2.5847  -3.0853
C  1.4990  -0.5035  2.2331
C  -1.5902  2.2793  0.0284
C  0.7954  3.6849  0.7519
C  2.2464  0.1237  3.2689
C  -3.3823  3.9298  0.0261
C  0.8250  2.4417  0.1039
C  -2.0709  3.5384  -0.2988
C  5.7155  -0.3507  -3.2844
C  -2.5204  1.3822  0.6536
C  4.8799  -2.6223  -3.1102
C  -0.9724  -1.9922  -1.9581
C  0.1289  -4.0616  -1.4281
C  3.2600  2.5039  0.3991
H  0.7722  -4.6679  -0.8054
H  1.9694  1.1354  3.5353
H  -1.4253  4.2296  -0.8226
H  -5.2540  3.4108  0.9304
H  -2.2257  1.0319  -2.0182
H  5.8207  -3.1274  -2.8755
H  4.0701  -3.2057  -2.6747
H  -5.6516  1.1108  1.9330
H  -2.9084  -2.2131  -4.7392
H  3.2386  -3.4699  2.2448
H  -1.7462  -4.3969  -4.2474
H  5.6307  0.2599  -0.6273
H  -0.2553  -5.6946  -2.7769
H  6.7622  -0.4532  -2.9844
H  1.6523  -3.5406  0.6376
H  -3.3506  0.1382  -4.0514
H  5.6575  -0.5208  -4.3693
H  5.3995  0.6696  -3.0828
H  -0.1587  4.1433  0.9569
H  1.8460  5.2895  1.6898
H  2.7312  -1.3178  -2.4128
H  4.7613  -2.6248  -4.2044
H  -2.4444  -1.7286  1.6764
H  -3.7047  4.9275  -0.2457
H  5.3991  2.2835  0.7659
H  3.8418  -0.0155  4.6703
H  -4.7615  -1.1586  2.4194
H  4.0772  4.2214  1.3774

These are the Löwdin partial charges, in e, on atoms 1 to 2: Co 0.4926; Cl 0.6347